1.
9
Properties=species:S:1:pos:R:3:nbo_charge:R:1 method="wB97M-V/def2-TZVPD" e_lumo_ev=3.5 total_charge=-1 homo_lumo_gap_ev=8.23 e_above_lowest_ev=0.147
C 2.082 -0.201 0.107 0.526
C -0.093 -0.294 -1.221 0.572
N -1.176 -0.575 -1.509 -0.539
O 1.960 -1.311 0.544 -0.603
O 1.084 0.113 -1.098 -0.598
O -2.630 0.465 0.777 -0.949
S 2.897 1.191 0.465 -0.358
H -1.733 0.856 0.496 0.484
H -2.391 -0.244 1.439 0.464

***

2.
126
Properties=species:S:1:pos:R:3:mulliken_charge:R:1 method="wB97M-V/def2-TZVPD" e_lumo_ev=0.2 homo_lumo_gap_ev=9.54 e_above_lowest_ev=1.914
C 1.309 3.460 3.918 -1.065
O 0.816 2.977 2.667 0.099
C 1.229 3.815 1.591 -0.274
C 0.281 5.064 1.492 -0.482
C -1.004 4.620 0.671 0.585
C -2.336 5.023 1.400 -1.344
C -2.670 4.054 2.599 -0.061
C -3.455 2.765 2.160 -0.752
B -2.507 1.471 1.972 0.214
O -1.540 1.152 2.953 -0.181
B -0.659 0.102 2.551 0.414
C 0.563 -0.204 3.564 -0.040
C 1.537 -1.313 3.051 -0.604
C 2.745 -0.754 2.198 -0.746
I 4.581 -0.833 3.405 -0.051
O -0.819 -0.663 1.376 -0.204
B -1.531 0.081 0.397 0.179
C -1.025 0.327 -1.110 -0.565
C 0.527 0.587 -1.036 1.448
C 1.179 1.019 -2.393 -0.485
C 0.286 2.057 -3.178 -0.749
N -0.085 3.116 -2.222 -0.293
O -2.751 0.684 0.802 -0.328
H 2.380 3.762 3.820 0.171
H 0.746 4.387 4.166 0.338
H 1.153 2.665 4.671 0.451
H 2.311 4.083 1.702 0.446
H 1.142 3.252 0.639 -0.406
H 0.858 5.846 0.942 0.300
H -0.007 5.485 2.474 0.315
H -0.973 5.217 -0.273 0.254
H -0.959 3.547 0.396 -0.477
H -2.146 6.037 1.830 0.402
H -3.198 5.115 0.709 0.444
H -1.768 3.849 3.213 0.033
H -3.354 4.648 3.255 0.414
H -4.191 2.534 2.972 0.314
H -4.055 2.964 1.244 0.184
H 0.084 -0.584 4.497 0.350
H 1.043 0.775 3.763 -0.385
H 1.995 -1.773 3.958 0.569
H 1.036 -2.154 2.525 0.086
H 2.627 0.304 1.902 0.261
H 2.855 -1.420 1.319 0.361
H -1.593 1.212 -1.476 0.256
H -1.218 -0.535 -1.787 0.136
H 0.683 1.360 -0.245 -1.172
H 1.033 -0.336 -0.674 0.504
H 2.126 1.556 -2.138 0.414
H 1.381 0.162 -3.068 -0.288
H 0.921 2.450 -4.012 0.395
H -0.623 1.555 -3.579 0.284
H -0.372 3.953 -2.715 0.275
H 0.688 3.315 -1.596 0.051
F 0.254 -2.867 -8.391 -0.216
C -1.050 -2.712 -8.119 0.119
F -1.642 -2.348 -9.282 -0.280
C -1.324 -1.651 -7.046 0.845
F -0.946 -0.428 -7.476 -0.273
F -2.676 -1.600 -6.894 -0.330
C -0.741 -1.883 -5.629 -0.737
O 0.476 -1.208 -5.258 -0.125
C 1.713 -1.778 -5.581 0.704
F 1.557 -3.038 -6.018 -0.285
F 2.389 -1.875 -4.412 -0.310
C 2.519 -0.903 -6.547 0.208
F 1.860 -0.691 -7.697 -0.226
F 3.685 -1.510 -6.859 -0.281
H -1.462 -3.681 -7.823 0.287
H -1.478 -1.456 -4.946 0.383
H -0.704 -2.943 -5.373 0.331
H 2.736 0.068 -6.097 0.218
F 1.897 -8.220 -2.879 -0.224
C 0.692 -8.338 -2.309 0.021
F -0.012 -9.204 -3.081 -0.268
C -0.066 -7.008 -2.206 0.963
F -0.348 -6.518 -3.432 -0.262
F -1.264 -7.305 -1.628 -0.349
C 0.574 -5.883 -1.351 -0.741
O 1.303 -4.843 -2.025 -0.142
C 2.659 -5.030 -2.334 0.686
F 3.127 -6.120 -1.711 -0.307
F 3.318 -3.985 -1.800 -0.282
C 2.911 -5.046 -3.845 0.976
F 2.205 -6.017 -4.453 -0.232
F 4.216 -5.281 -4.106 -0.294
H 0.815 -8.794 -1.323 0.304
H -0.268 -5.351 -0.904 0.261
H 1.135 -6.279 -0.504 0.340
H 2.634 -4.097 -4.296 -0.497
F 3.716 7.954 4.046 -0.242
C 3.110 6.791 4.317 0.136
F 1.909 6.831 3.687 -0.214
C 2.898 6.550 5.817 0.936
F 2.058 7.468 6.337 -0.286
F 2.265 5.347 5.927 -0.261
C 4.158 6.457 6.716 -0.926
O 4.555 7.609 7.479 -0.400
C 5.374 8.601 6.920 0.793
F 5.879 8.188 5.750 -0.284
F 6.425 8.728 7.752 -0.295
C 4.668 9.958 6.829 0.197
F 3.550 9.891 6.084 -0.208
F 5.482 10.867 6.249 -0.253
H 3.694 5.981 3.871 0.297
H 3.898 5.730 7.488 0.459
H 5.005 6.015 6.191 0.338
H 4.391 10.314 7.823 0.229
F -6.011 -6.039 -2.159 -0.203
C -6.572 -7.126 -1.612 0.106
F -7.822 -7.212 -2.129 -0.280
C -6.652 -7.064 -0.081 0.895
F -7.462 -6.060 0.314 -0.274
F -7.254 -8.220 0.318 -0.325
C -5.323 -6.976 0.713 -0.689
O -4.885 -5.693 1.197 -0.391
C -4.130 -4.835 0.386 0.745
F -3.718 -5.481 -0.711 -0.260
F -3.014 -4.549 1.087 -0.278
C -4.869 -3.526 0.090 0.193
F -6.043 -3.745 -0.525 -0.230
F -4.137 -2.734 -0.724 -0.216
H -6.015 -8.009 -1.938 0.268
H -5.508 -7.534 1.632 0.395
H -4.514 -7.513 0.218 0.311
H -5.070 -2.982 1.015 0.241

***

3.
7
Properties=species:S:1:pos:R:3:nbo_charge:R:1 method="wB97M-V/def2-TZVPD" e_lumo_ev=-1.2 homo_lumo_gap_ev=8.02 e_above_lowest_ev=2.273
Si -3.124 -1.136 -0.080 0.784
P 0.451 1.032 -0.166 0.019
Cl -2.763 0.944 0.291 -0.471
H -4.483 -0.905 -0.680 -0.303
H 0.538 -0.247 -0.668 -0.011
H 1.879 0.976 -0.263 -0.010
H 0.161 1.806 -1.263 -0.009

***

4.
24
Properties=species:S:1:pos:R:3:nbo_charge:R:1 method="wB97M-V/def2-TZVPD" e_lumo_ev=-2.8 total_charge=+1 homo_lumo_gap_ev=11.78 e_above_lowest_ev=0.479
C -3.446 -0.319 -0.253 -0.651
C -2.516 -0.743 0.812 -0.586
S -0.812 -0.820 0.158 2.312
O -0.688 -1.151 -1.195 -0.896
O 0.136 -1.361 1.110 -0.903
O -0.341 0.879 0.242 -0.704
C 0.897 1.382 0.034 0.672
C 0.914 2.847 -0.081 -0.711
N 1.917 0.694 -0.199 -0.546
C 2.284 -0.598 -0.191 0.698
N 2.966 -1.076 0.887 -0.750
N 2.157 -1.330 -1.301 -0.734
H -3.328 0.793 -0.584 0.239
H -3.247 -0.908 -1.108 0.235
H -4.625 -0.453 -0.050 0.270
H -2.582 -1.794 0.852 0.250
H -2.583 -0.255 1.768 0.281
H 1.703 3.317 0.692 0.275
H -0.155 3.234 0.157 0.258
H 1.130 3.271 -1.167 0.287
H 3.070 -0.438 1.639 0.422
H 3.384 -2.052 0.962 0.438
H 2.422 -2.216 -1.464 0.418
H 1.346 -0.902 -1.720 0.426

***

no.,HOMO (eV)
1,-4.72
2,-9.35
3,-9.19
4,-14.56